Entry from OMol25: one molecule with the formula C3H7NO2 at a distorted geometry (ωB97M-V/def2-TZVPD).

Last columns: bonded neighbours and bond lengths (Å).
Element x y z (Å)
1 C -1.4409 0.3982 0.3307  C2 1.526, H7 1.097, H8 1.095, H9 1.095
2 C -0.8154 -0.3248 -0.8585  C1 1.526, O3 1.417, H10 1.089, H11 1.095
3 O 0.5846 -0.1344 -0.9675  C2 1.417, C4 1.451
4 C 1.3706 -0.6544 0.1354  O3 1.451, O5 1.200, N6 1.338
5 O 1.4078 -1.8049 0.4744  C4 1.200
6 N 1.9141 0.5032 0.5298  C4 1.338, H12 1.016, H13 1.063
7 H -1.2996 1.4845 0.2789  C1 1.097
8 H -1.0207 0.0418 1.2772  C1 1.095
9 H -2.5179 0.2002 0.3511  C1 1.095
10 H -0.9587 -1.4020 -0.7885  C2 1.089
11 H -1.2345 0.0411 -1.8020  C2 1.095
12 H 2.6399 0.5944 1.2354  N6 1.016
13 H 1.3707 1.0571 -0.1963  N6 1.063

## Properties
net charge: 0
max |F|: 2.83 eV/A
E_HOMO: -0.3845 Eh

***

Entry from OMol25: one molecule with the formula C3H7NO2 (ωB97M-V/def2-TZVPD).

Last columns: bonded neighbours and bond lengths (Å).
Element x y z (Å)
1 C -1.9014 -0.0940 0.4002  N2 1.355, O6 1.205, H7 1.102
2 N -0.5790 -0.0300 0.6897  C1 1.355, C3 1.457, H8 1.008
3 C 0.3716 0.7447 -0.0976  N2 1.457, C4 1.521, H9 1.087, H10 1.086
4 C 1.6673 -0.0416 -0.2257  C3 1.521, O5 1.425, H11 1.094, H12 1.093
5 O 2.4185 0.4235 -1.3443  C4 1.425, H13 0.964
6 O -2.7087 -0.7475 1.0110  C1 1.205
7 H -2.1465 0.5491 -0.4609  C1 1.102
8 H -0.2515 -0.4102 1.5642  N2 1.008
9 H -0.0682 0.8262 -1.0881  C3 1.087
10 H 0.5262 1.7443 0.2992  C3 1.086
11 H 2.2181 0.0773 0.7114  C4 1.094
12 H 1.3982 -1.0937 -0.3509  C4 1.093
13 H 2.9102 -0.3309 -1.6873  O5 0.964

## Properties
net charge: 0
max |F|: 0.78 eV/A
E_HOMO: -0.3626 Eh

***

Entry from OMol25: one molecule with the formula C3H7NO2 at a distorted geometry (ωB97M-V/def2-TZVPD).

Last columns: bonded neighbours and bond lengths (Å).
Element x y z (Å)
1 C -1.8355 0.5726 -0.1185  C2 1.490, H7 1.088, H8 1.089, H9 1.095
2 C -0.7113 -0.0864 0.6030  C1 1.490, O3 1.382, O5 1.513, H10 1.086
3 O -0.8663 -1.4531 0.4716  C2 1.382, H11 0.970
4 C 1.3639 -0.3893 -0.0553  O5 1.315, N6 1.312
5 O 0.5219 0.6122 0.0733  C2 1.513, C4 1.315
6 N 2.5226 -0.0138 -0.5422  C4 1.312, H12 1.001, H13 1.000
7 H -1.7026 1.6514 -0.0642  C1 1.088
8 H -2.7794 0.2828 0.3420  C1 1.089
9 H -1.8290 0.2608 -1.1684  C1 1.095
10 H -0.6408 0.1554 1.6594  C2 1.086
11 H -0.0159 -1.9022 0.3422  O3 0.970
12 H 3.2739 -0.6346 -0.7722  N6 1.001
13 H 2.6985 0.9442 -0.7706  N6 1.000

## Properties
net charge: 0
max |F|: 2.24 eV/A
E_HOMO: -0.3223 Eh

***

Relative energy (zero: lowest compared OMol25 entry of this formula, charge and spin), record by record: 138.7 117.2 260.8 kJ/mol
E, record by record: -323.72815 -323.73633 -323.68165 hartree
LUMO level, record by record: 0.934 0.686 1.043 eV